The molecule C5H9NO, computed with wB97M-V/def2-TZVPD.

Structure (ORCA input):
```
! RIJCOSX wB97M-V def2-TZVPD def2/J DEFGRID3
* xyz 0 1
C -0.825 0.869 -1.691
O 0.382 0.440 -1.077
C 0.190 -0.215 0.155
C 1.468 -1.016 0.393
C -0.076 0.755 1.325
C -0.946 -1.194 0.133
N -1.802 -1.968 0.217
H -1.415 -0.005 -1.984
H -1.383 1.527 -1.044
H -0.548 1.414 -2.605
H 2.294 -0.304 0.444
H 1.623 -1.688 -0.453
H 1.419 -1.595 1.319
H -0.025 0.222 2.283
H -1.059 1.234 1.274
H 0.701 1.523 1.313
*
```

- ΔE to the lowest compared entry with this formula, charge and spin (kJ/mol) = 141.3
- SMILES = COC(C)(C)C#N
- DFT total energy (Eh) = -325.88374
- highest occupied orbital energy (Ha) = -0.3897
- frontier orbital gap (eV) = 11.50